<w>
Computed, not measured: a cluster of 2 separate species, C8H15NO3 in total, with the ωB97M-V functional and the def2-TZVPD basis.

Atoms and positions in Å:
C (-3.565, 2.493, -0.173)
C (-2.906, 1.204, 0.166)
C (-3.411, 0.002, -0.157)
N (-3.030, -1.247, 0.367)
C (-3.784, -2.363, 0.141)
O (-4.719, -2.400, -0.653)
H (-4.082, 2.457, -1.143)
H (-4.341, 2.794, 0.556)
H (-2.833, 3.315, -0.120)
H (-2.083, 1.264, 0.894)
H (-4.277, -0.078, -0.814)
H (-2.258, -1.263, 1.009)
H (-3.407, -3.251, 0.651)
C (6.029, -0.860, -0.088)
C (4.713, -1.017, -0.126)
O (3.829, 0.021, -0.158)
C (2.473, -0.362, -0.034)
C (1.650, 0.883, -0.215)
O (0.253, 0.623, -0.164)
H (6.649, -1.766, -0.079)
H (6.532, 0.097, 0.027)
H (4.235, -2.016, -0.138)
H (2.293, -0.809, 0.955)
H (2.202, -1.127, -0.769)
H (1.842, 1.331, -1.204)
H (1.947, 1.656, 0.510)
H (0.050, 0.420, 0.756)

Summary:
Structure (SMILES) = C/C=C/NC=O.C=COCCO
Kohn-Sham gap = 8.90 eV
HOMO energy = -8.56 eV
Charge = 0

<x>
Computed, not measured: an isolated molecule of C8H15NO3, with the ωB97M-V functional and the def2-TZVPD basis.

Atoms and positions in Å:
C (-0.168, -0.116, -0.138)
C (0.332, -0.524, -1.552)
C (1.864, -0.500, -1.712)
C (2.608, 0.770, -1.150)
C (1.811, 1.632, -0.192)
C (1.224, 0.895, 1.039)
C (-2.116, 0.016, 1.305)
C (-3.023, -1.215, 1.612)
N (-1.455, -0.186, -0.026)
O (-2.170, -0.462, -1.036)
O (1.994, 0.032, 1.712)
O (-4.161, -1.224, 0.803)
H (-0.008, -1.539, -1.617)
H (-0.143, 0.251, -2.209)
H (2.206, -1.292, -1.078)
H (2.046, -0.726, -2.775)
H (3.518, 0.404, -0.618)
H (2.764, 1.493, -1.917)
H (2.249, 2.565, 0.230)
H (0.901, 1.870, -0.862)
H (0.510, 1.477, 1.671)
H (-2.908, 0.849, 1.192)
H (-1.288, 0.152, 2.138)
H (-3.283, -1.125, 2.629)
H (-2.414, -2.180, 1.475)
H (2.793, -0.180, 1.210)
H (-3.686, -1.135, -0.134)

Summary:
Kohn-Sham gap = 8.75 eV
HOMO energy = -8.36 eV
Charge = 0

Stability ranking, top entry: <w>; the second entry is 74.3 kcal/mol less favorable.